[1]
The ion C3H8NO with charge -1 at a distorted geometry, computed with the ωB97M-V functional and the def2-TZVPD basis.

Each atom is followed by the atoms it is bonded to, with distances in Å.
Positions of all 13 atoms, in Å:
1 C 0.282 -1.579 -0.933  C2 1.516, H6 1.086, H7 1.097, H8 1.084
2 C 0.576 -0.187 -0.409  C1 1.516, N3 1.447, H9 1.101, H10 1.102
3 N -0.635 0.471 0.029  C2 1.447, C4 1.527, H11 1.011
4 C -0.492 1.356 1.265  N3 1.527, O5 1.309, H12 1.126, H13 1.121
5 O 0.357 2.350 1.190  C4 1.309
6 H 1.126 -2.048 -1.431  C1 1.086
7 H -0.461 -1.509 -1.737  C1 1.097
8 H -0.122 -2.206 -0.146  C1 1.084
9 H 1.162 0.418 -1.119  C2 1.101
10 H 1.167 -0.249 0.519  C2 1.102
11 H -1.158 0.965 -0.682  N3 1.011
12 H -0.238 0.574 2.034  C4 1.126
13 H -1.565 1.643 1.421  C4 1.121

Properties
structure (SMILES)	CCNC[O-]
DFT total energy	-6777.6648	eV
relative energy (zero: lowest compared OMol25 entry of this formula, charge and spin)	0.327	eV
orbital gap	6.6	eV
max |F|	1.01	eV Å⁻¹
multiplicity	1
net charge	-1

=====

[2]
A cluster of 2 separate species, C3H8NO in total, computed with the ωB97M-V functional and the def2-TZVPD basis.

Each atom is followed by the atoms it is bonded to, with distances in Å.
Positions of all 13 atoms, in Å:
1 C -0.851 -2.465 0.364  O2 1.399, H3 1.109, H4 1.095, H5 1.096
2 O -0.506 -1.467 1.283  C1 1.399, H13 0.989
3 H 0.063 -2.946 -0.040  C1 1.109
4 H -1.396 -3.219 0.940  C1 1.095
5 H -1.421 -2.099 -0.497  C1 1.096
6 C -0.180 2.524 -0.528  C7 1.369, H9 1.082, H10 1.087
7 C 0.927 1.718 -0.543  C6 1.369, N8 1.343, H11 1.101
8 N 1.048 0.599 0.190  C7 1.343, H12 1.008
9 H -0.920 2.463 0.259  C6 1.082
10 H -0.328 3.260 -1.313  C6 1.087
11 H 1.771 2.031 -1.177  C7 1.101
12 H 1.989 0.239 0.224  N8 1.008
13 H -0.195 -0.640 0.838  O2 0.989

Properties
DFT total energy	-6777.3883	eV
relative energy (zero: lowest compared OMol25 entry of this formula, charge and spin)	0.604	eV
orbital gap	6.0	eV
max |F|	0.89	eV Å⁻¹
multiplicity	1
net charge	-1